A 2-piece molecular cluster, C3H5NO overall in a non-equilibrium geometry, computed with wB97M-V/def2-TZVPD.

```
10
C3H5NO | the Open Molecules 2025 dataset | wB97M-V/def2-TZVPD
C 1.263 -0.932 -1.051
O -0.507 -0.025 1.929
H 1.768 -1.916 -0.911
H -0.753 -0.024 -1.693
C -0.650 0.794 0.878
N 1.520 0.219 -1.501
C 0.113 -0.133 -1.113
H -1.618 1.147 0.400
H -1.312 -0.535 2.319
H 0.177 1.406 0.743
```

The calculation puts the max |F| at 0.0954 Eh/bohr. The value obtained for the HOMO-LUMO gap (spin up / spin down) is 7.8 / 7.8 eV. The energy above the lowest of the compared OMol25 structures with the same formula, charge and spin comes out at 134.46 kcal/mol. The highest occupied orbital energy (spin up / spin down) comes out at -7.1 / -7.1 eV. As for the charge: 0.

A 2-piece molecular cluster, C3H5NO overall in a non-equilibrium geometry, computed with wB97M-V/def2-TZVPD.

```
10
C3H5NO | the Open Molecules 2025 dataset | wB97M-V/def2-TZVPD
H -1.469 -2.131 0.851
H -2.849 -1.613 -0.086
C -1.701 -0.142 -0.004
O -2.327 0.659 -0.595
H 1.627 0.408 1.410
C 1.297 0.833 0.426
H 2.043 1.450 -1.569
C 2.171 1.074 -0.531
H 3.133 0.887 -0.184
N -1.925 -1.425 0.282
```

The calculation puts the max |F| at 0.0558 Eh/bohr. The value obtained for the HOMO-LUMO gap (spin up / spin down) is 9.2 / 8.0 eV. The energy above the lowest of the compared OMol25 structures with the same formula, charge and spin comes out at 114.52 kcal/mol. The highest occupied orbital energy (spin up / spin down) comes out at -9.1 / -7.9 eV. As for the charge: 0.

The molecule C3H5NO in a non-equilibrium geometry, computed with wB97M-V/def2-TZVPD.

```
10
C3H5NO | the Open Molecules 2025 dataset | wB97M-V/def2-TZVPD
H 0.518 -0.771 0.828
C 0.422 -0.319 -1.770
H -0.276 1.257 2.455
H 0.030 0.968 0.418
O -0.249 0.302 2.313
H 0.598 0.638 -2.248
H 1.176 -1.093 -1.855
C -0.172 0.053 0.963
C -0.671 -0.517 -1.056
N -1.375 -0.519 -0.048
```

The calculation puts the max |F| at 0.0200 Eh/bohr. The value obtained for the HOMO-LUMO gap is 9.8 eV. Its SMILES is C=C=NCO. The energy above the lowest of the compared OMol25 structures with the same formula, charge and spin comes out at 70.68 kcal/mol. The highest occupied orbital energy comes out at -9.2 eV. As for the charge: 0.

The molecule C3H5NO in a non-equilibrium geometry, computed with wB97M-V/def2-TZVPD.

```
10
C3H5NO | the Open Molecules 2025 dataset | wB97M-V/def2-TZVPD
C -0.402 0.634 0.149
H -0.414 0.772 1.265
H -0.529 1.597 -0.278
O 1.136 -1.290 -0.003
H 0.816 -1.342 1.091
C 0.874 0.022 -0.375
N -2.496 -0.908 -0.202
C -1.539 -0.253 -0.075
H 0.900 0.028 -1.462
H 1.654 0.739 -0.109
```

The calculation puts the max |F| at 0.1113 Eh/bohr. The value obtained for the HOMO-LUMO gap is 11.4 eV. Its SMILES is N#CCCO. The energy above the lowest of the compared OMol25 structures with the same formula, charge and spin comes out at 30.67 kcal/mol. The highest occupied orbital energy comes out at -10.9 eV. As for the charge: 0.

A 2-piece molecular cluster, C3H5NO overall in a non-equilibrium geometry, computed with wB97M-V/def2-TZVPD.

```
10
C3H5NO | the Open Molecules 2025 dataset | wB97M-V/def2-TZVPD
H -3.810 -0.269 -0.134
N 1.634 -0.545 -0.567
H -2.238 -1.189 -0.580
C 1.562 0.568 -0.008
H 2.435 1.178 0.420
O -1.270 1.704 0.351
H 0.761 1.252 -0.300
C -1.988 0.777 0.226
H 2.374 -1.199 -0.544
C -2.738 -0.290 -0.079
```

The calculation puts the max |F| at 0.0645 Eh/bohr. The value obtained for the HOMO-LUMO gap is 10.2 eV. Its SMILES is C=C=O.C=N. The energy above the lowest of the compared OMol25 structures with the same formula, charge and spin comes out at 60.18 kcal/mol. The highest occupied orbital energy comes out at -9.3 eV. As for the charge: 0.

The molecule C3H5NO in a non-equilibrium geometry, computed with wB97M-V/def2-TZVPD.

```
10
C3H5NO | the Open Molecules 2025 dataset | wB97M-V/def2-TZVPD
H 0.166 1.426 0.740
C 1.355 -0.391 -1.253
H -1.423 -1.773 0.002
N 0.297 -0.628 -0.599
H 1.761 -1.096 -1.988
C -0.749 1.121 1.236
C -0.779 -0.902 0.044
H 1.921 0.539 -1.112
H -1.273 1.710 1.976
O -1.277 -0.007 0.954
```

The calculation puts the max |F| at 0.0332 Eh/bohr. The value obtained for the HOMO-LUMO gap (spin up / spin down) is 7.2 / 8.2 eV. The energy above the lowest of the compared OMol25 structures with the same formula, charge and spin comes out at 104.62 kcal/mol. The highest occupied orbital energy (spin up / spin down) comes out at -7.4 / -7.7 eV. As for the charge: 0.

The molecule C3H5NO in a non-equilibrium geometry, computed with wB97M-V/def2-TZVPD.

```
10
C3H5NO | the Open Molecules 2025 dataset | wB97M-V/def2-TZVPD
H 1.058 -0.858 -0.886
C 0.445 -0.235 -0.305
H -0.059 -0.134 1.757
H -1.260 -1.739 -0.479
C -0.960 -0.787 0.042
H -1.724 -0.021 0.057
C 0.736 1.184 -0.401
N 0.093 -0.835 0.971
O 1.756 1.647 -0.948
H -0.083 1.776 0.194
```

The calculation puts the max |F| at 0.0712 Eh/bohr. The value obtained for the HOMO-LUMO gap is 10.7 eV. Its SMILES is O=C[C@@H]1CN1. The energy above the lowest of the compared OMol25 structures with the same formula, charge and spin comes out at 45.49 kcal/mol. The highest occupied orbital energy comes out at -10.1 eV. As for the charge: 0.

A 2-piece molecular cluster, C3H5NO overall in a non-equilibrium geometry, computed with wB97M-V/def2-TZVPD.

```
10
C3H5NO | the Open Molecules 2025 dataset | wB97M-V/def2-TZVPD
H 2.161 0.995 0.704
C 0.468 1.224 -0.102
H -0.158 -2.532 1.325
O -0.592 -1.784 -0.490
C -0.340 1.124 -1.144
H -0.444 1.950 -1.841
H -0.893 -0.790 1.249
C -0.559 -1.702 0.712
N 1.216 1.339 0.876
H -0.859 0.176 -1.289
```

The calculation puts the max |F| at 0.0215 Eh/bohr. The value obtained for the HOMO-LUMO gap is 9.8 eV. Its SMILES is C=C=N.C=O. The energy above the lowest of the compared OMol25 structures with the same formula, charge and spin comes out at 54.38 kcal/mol. The highest occupied orbital energy comes out at -9.1 eV. As for the charge: 0.

The molecule C3H5NO in a non-equilibrium geometry, computed with wB97M-V/def2-TZVPD.

```
10
C3H5NO | the Open Molecules 2025 dataset | wB97M-V/def2-TZVPD
O 0.421 -0.812 2.230
H -1.611 0.752 1.160
H 1.841 0.537 -0.431
C 0.236 -0.247 1.099
H -0.763 1.130 -1.730
H 1.329 -1.355 -0.699
C 0.949 -0.332 -0.373
H -1.333 -0.763 -1.047
C -0.521 0.228 -0.854
N -0.548 0.863 0.644
```

The calculation puts the max |F| at 0.1179 Eh/bohr. The value obtained for the HOMO-LUMO gap is 10.7 eV. Its SMILES is O=C1CCN1. The energy above the lowest of the compared OMol25 structures with the same formula, charge and spin comes out at 78.14 kcal/mol. The highest occupied orbital energy comes out at -10.0 eV. As for the charge: 0.

The molecule C3H5NO in a non-equilibrium geometry, computed with wB97M-V/def2-TZVPD.

```
10
C3H5NO | the Open Molecules 2025 dataset | wB97M-V/def2-TZVPD
C 0.215 -0.244 -0.228
H -1.745 0.453 -0.598
H 0.290 -1.184 -0.942
C -1.132 0.083 0.198
H -1.339 0.867 1.034
N 1.187 0.397 0.208
O 3.466 -0.368 0.390
C 2.650 0.358 -0.111
H -1.577 -0.738 0.703
H 2.802 0.964 -0.945
```

The calculation puts the max |F| at 0.0881 Eh/bohr. The value obtained for the HOMO-LUMO gap is 10.5 eV. Its SMILES is C/C=N/C=O. The energy above the lowest of the compared OMol25 structures with the same formula, charge and spin comes out at 35.85 kcal/mol. The highest occupied orbital energy comes out at -9.6 eV. As for the charge: 0.

The molecule C3H5NO2, computed with wB97M-V/def2-TZVPD.

```
11
C3H5NO2 | the Open Molecules 2025 dataset | wB97M-V/def2-TZVPD
H 1.996 -0.506 -1.038
H -0.059 -0.636 1.881
C -0.185 0.792 -0.600
N -0.250 2.061 -0.734
H -0.786 2.472 0.030
O 0.659 -1.399 0.099
C 1.257 -0.284 -0.250
H 0.044 0.234 -1.555
O -1.081 0.058 0.222
C -0.459 -0.971 0.916
H -1.137 -1.819 1.027
```

The calculation puts the max |F| at 0.0077 Eh/bohr. The value obtained for the HOMO-LUMO gap (spin up / spin down) is 8.0 / 8.0 eV. The energy above the lowest of the compared OMol25 structures with the same formula, charge and spin comes out at 124.90 kcal/mol. The highest occupied orbital energy (spin up / spin down) comes out at -8.4 / -8.4 eV. As for the charge: 0.

The molecule C3H5NO2, computed with wB97M-V/def2-TZVPD.

```
11
C3H5NO2 | the Open Molecules 2025 dataset | wB97M-V/def2-TZVPD
H 0.521 0.121 -1.797
O -1.781 0.383 -0.518
H 2.628 -0.126 -0.772
C -0.526 0.509 0.195
H -2.100 -0.386 1.449
H -1.412 -1.589 0.238
O -0.124 1.545 0.836
C 0.611 0.130 -0.709
N 1.795 -0.043 -0.208
H 1.887 0.122 0.792
C -1.516 -0.542 0.541
```

The calculation puts the max |F| at 0.0083 Eh/bohr. The value obtained for the HOMO-LUMO gap is 7.7 eV. The energy above the lowest of the compared OMol25 structures with the same formula, charge and spin comes out at 90.09 kcal/mol. The highest occupied orbital energy comes out at -8.0 eV. As for the charge: 0.

C3H5NO2 as an isolated structure in a non-equilibrium geometry, computed with wB97M-V/def2-TZVPD.

```
11
C3H5NO2 | the Open Molecules 2025 dataset | wB97M-V/def2-TZVPD
O -0.406 2.540 -0.354
H 1.592 -0.601 1.128
O -1.671 0.698 0.070
H -1.505 -1.428 -0.139
H -0.828 -0.695 1.372
C 0.265 -0.047 -0.392
C -0.997 -0.558 0.293
H 2.331 -0.428 -0.388
H 0.227 -0.248 -1.472
N 1.477 -0.596 0.124
C -0.504 1.354 -0.232
```

The calculation puts the max |F| at 0.0237 Eh/bohr. The value obtained for the HOMO-LUMO gap is 10.3 eV. The energy above the lowest of the compared OMol25 structures with the same formula, charge and spin comes out at 33.48 kcal/mol. The highest occupied orbital energy comes out at -9.5 eV. As for the charge: 0.

The molecule C3H5NO2, computed with wB97M-V/def2-TZVPD.

```
11
C3H5NO2 | the Open Molecules 2025 dataset | wB97M-V/def2-TZVPD
O 1.106 -1.398 0.203
C 1.458 -0.238 0.306
H 0.909 1.725 0.491
H -0.366 -0.357 -1.672
N 0.572 0.791 0.312
O -1.732 -1.584 -0.802
C -0.831 0.401 0.304
H -1.165 0.033 1.280
H -1.483 1.228 -0.001
C -0.984 -0.646 -0.797
H 2.518 0.044 0.376
```

The calculation puts the max |F| at 0.0110 Eh/bohr. The value obtained for the HOMO-LUMO gap is 10.4 eV. Its SMILES is O=CCNC=O. The energy above the lowest of the compared OMol25 structures with the same formula, charge and spin comes out at 23.83 kcal/mol. The highest occupied orbital energy comes out at -9.7 eV. As for the charge: 0.

A 2-piece molecular cluster, C3H5NO2 overall in a non-equilibrium geometry, computed with wB97M-V/def2-TZVPD.

```
11
C3H5NO2 | the Open Molecules 2025 dataset | wB97M-V/def2-TZVPD
H -0.901 -1.677 1.284
O 0.614 0.830 -2.877
N 0.206 -1.045 -1.145
O -0.227 1.484 2.246
H 1.527 0.904 -3.225
H 0.517 -0.714 -2.156
C 0.181 -0.215 -0.155
H 0.312 0.897 -0.238
H -1.202 -0.138 2.984
C -0.458 -0.612 1.111
C -0.568 0.287 2.169
```

The calculation puts the max |F| at 0.0863 Eh/bohr. The value obtained for the HOMO-LUMO gap is 4.4 eV. The energy above the lowest of the compared OMol25 structures with the same formula, charge and spin comes out at 183.00 kcal/mol. The highest occupied orbital energy comes out at -9.0 eV. As for the charge: 0.

The molecule C3H5NO2 in a non-equilibrium geometry, computed with wB97M-V/def2-TZVPD.

```
11
C3H5NO2 | the Open Molecules 2025 dataset | wB97M-V/def2-TZVPD
H 1.999 -0.853 -0.025
C -1.442 -0.671 -0.210
O -0.411 -1.417 0.290
H 2.209 0.727 0.728
C -0.821 0.663 0.059
O -1.993 0.264 0.706
H -0.763 1.581 -0.506
C 1.558 0.138 0.073
N 0.280 0.046 0.734
H -2.124 -1.088 -0.937
H 1.507 0.608 -0.912
```

The calculation puts the max |F| at 0.0523 Eh/bohr. The value obtained for the HOMO-LUMO gap is 10.1 eV. Its SMILES is CN1O[C@H]2O[C@H]21. The energy above the lowest of the compared OMol25 structures with the same formula, charge and spin comes out at 123.31 kcal/mol. The highest occupied orbital energy comes out at -9.5 eV. As for the charge: 0.

The molecule C3H5NO2 in a non-equilibrium geometry, computed with wB97M-V/def2-TZVPD.

```
11
C3H5NO2 | the Open Molecules 2025 dataset | wB97M-V/def2-TZVPD
N 0.781 -0.542 -1.519
O 1.562 -1.866 -1.160
H -1.425 1.333 -0.925
H -0.383 0.589 2.048
H -1.855 1.790 1.710
H 1.990 -1.585 -0.322
H -0.060 -1.045 -1.769
C 0.282 -0.068 -0.247
C -1.055 0.992 1.439
O 1.198 -0.319 0.625
C -1.035 0.720 0.119
```

The calculation puts the max |F| at 0.1538 Eh/bohr. The value obtained for the HOMO-LUMO gap is 10.0 eV. Its SMILES is C=CC(=O)NO. The energy above the lowest of the compared OMol25 structures with the same formula, charge and spin comes out at 121.33 kcal/mol. The highest occupied orbital energy comes out at -10.3 eV. As for the charge: 0.

A 2-piece molecular cluster, C3H5NO2 overall, computed with wB97M-V/def2-TZVPD.

```
11
C3H5NO2 | the Open Molecules 2025 dataset | wB97M-V/def2-TZVPD
O -0.193 2.384 -0.114
N 1.454 -0.360 0.951
H 0.788 -0.439 -2.117
C 0.308 -0.015 0.580
C -0.426 1.240 0.116
H -1.051 -1.420 -0.473
H 1.276 -0.572 -1.573
O -1.604 0.555 -0.005
H -1.472 -1.146 1.260
H 2.091 0.440 0.937
C -1.011 -0.723 0.368
```

The calculation puts the max |F| at 0.0153 Eh/bohr. The value obtained for the HOMO-LUMO gap is 10.4 eV. Its SMILES is [H]/N=C1/COC1=O.[H][H]. The energy above the lowest of the compared OMol25 structures with the same formula, charge and spin comes out at 61.97 kcal/mol. The highest occupied orbital energy comes out at -10.6 eV. As for the charge: 0.

C3H5NO2 as an isolated structure, computed with wB97M-V/def2-TZVPD.

```
11
C3H5NO2 | the Open Molecules 2025 dataset | wB97M-V/def2-TZVPD
H 2.136 -0.109 0.497
O -0.871 -0.464 -2.104
H -1.526 -0.203 1.080
C -0.104 -0.358 -1.196
C 1.110 -0.476 0.423
C 0.037 0.550 0.021
H 0.869 -1.118 1.275
N -1.153 0.710 0.828
H -1.865 1.126 0.220
H 0.455 1.535 -0.210
O 0.913 -1.193 -0.833
```

The calculation puts the max |F| at 0.0156 Eh/bohr. The value obtained for the HOMO-LUMO gap is 10.7 eV. The energy above the lowest of the compared OMol25 structures with the same formula, charge and spin comes out at 27.46 kcal/mol. The highest occupied orbital energy comes out at -9.8 eV. As for the charge: 0.

The molecule C3H5NO2 in a non-equilibrium geometry, computed with wB97M-V/def2-TZVPD.

```
11
C3H5NO2 | the Open Molecules 2025 dataset | wB97M-V/def2-TZVPD
O -0.357 0.031 0.870
H -1.463 -0.332 2.471
H 0.860 1.856 -0.451
N -0.484 -0.832 -1.326
C 1.152 0.828 -0.697
H 1.460 0.770 -1.750
O -2.102 -1.479 0.888
H -1.274 -1.392 -0.981
C -1.398 -0.658 1.412
C 0.012 -0.091 -0.418
H 2.001 0.581 -0.050
```

The calculation puts the max |F| at 0.0588 Eh/bohr. The value obtained for the HOMO-LUMO gap is 11.1 eV. Its SMILES is [H]/N=C(/C)OC=O. The energy above the lowest of the compared OMol25 structures with the same formula, charge and spin comes out at 20.60 kcal/mol. The highest occupied orbital energy comes out at -10.3 eV. As for the charge: 0.